Density functional theory data (ωB97M-V/def2-TZVPD) for CH6OP2S as an isolated structure in a non-equilibrium geometry.

```
! wB97M-V def2-TZVPD RIJCOSX def2/J DEFGRID3
* xyz 0 1
C 0.004 0.314 -1.486
O 0.574 0.513 2.127
P 1.072 -0.889 1.459
P -0.589 -1.387 0.084
S -0.472 -3.207 -0.548
H -0.152 1.245 -0.965
H 1.027 0.072 -1.706
H -0.678 0.162 -2.309
H 0.982 1.300 1.750
H 0.580 -1.683 2.507
H -1.850 -0.963 0.536
*
```

Properties
Molecular weight in g/mol: 128.1
Gap between HOMO and LUMO in eV: 8.656
HOMO level in eV: -8.40
Relative energy (zero: lowest compared OMol25 entry of this formula, charge and spin) in kJ/mol: 100.9
LUMO in eV: 0.3

Formally, the natural (NBO) partial charges of the atoms, in units of the elementary charge, are as follows: -0.7403 -0.9857 0.6680 0.5382 -0.5375 0.1962 0.2100 0.2156 0.5003 -0.0501 -0.0147